11
Properties=species:S:1:pos:R:3:lowdin_charge:R:1 method="wB97M-V/def2-TZVPD" e_tot_ha=-645.35618 fmax_ev_per_a=3.88 multiplicity=1 lumo_energy_ev=0.488 orbital_gap_ev=9.08 total_charge=0 smiles="N=C=CCOS"
S 2.80855 0.76592 1.32242 0.694
O 2.16458 0.34259 -0.07833 -0.676
N -1.64826 -1.85892 -0.34972 0.152
C -0.92008 -1.06634 0.22815 -0.168
C 0.02063 -0.25372 0.73794 -0.111
C 0.70348 0.75198 -0.20070 -0.212
H 2.85493 2.44413 1.17021 0.013
H 0.63245 -0.45091 1.62426 0.057
H 0.63982 1.80558 0.05276 0.090
H -2.65302 -1.79933 -0.47686 0.075
H 0.52067 0.62997 -1.20872 0.086

=====

11
Properties=species:S:1:pos:R:3:lowdin_charge:R:1 method="wB97M-V/def2-TZVPD" e_tot_ha=-645.35582 fmax_ev_per_a=2.57 multiplicity=1 lumo_energy_ev=-1.071 orbital_gap_ev=7.99 total_charge=0 smiles="C=C(C)[N+]([O-])=S"
S 2.54259 -0.66481 0.25496 0.776
O 1.51155 1.56921 -0.08592 -0.026
N 1.35937 0.37393 0.04484 -0.738
C 0.00900 -0.17669 0.07750 -0.407
C -1.04299 0.82264 0.35032 -0.060
C -0.15087 -1.40632 -0.45114 0.065
H -1.10570 -1.81626 -0.72438 0.079
H -1.91169 0.03827 0.37878 0.116
H -1.21376 1.63687 -0.39307 0.094
H -0.79783 1.40699 1.29447 0.105
H 0.80034 -1.78382 -0.74635 -0.005

=====

11
Properties=species:S:1:pos:R:3:lowdin_charge:R:1 method="wB97M-V/def2-TZVPD" e_tot_ha=-645.46887 fmax_ev_per_a=3.72 multiplicity=1 lumo_energy_ev=0.790 orbital_gap_ev=9.77 total_charge=0 smiles="O[C@@H]1N=CCS1"
S -0.36839 -1.51307 -0.21565 0.855
O -2.36199 0.35394 -0.22060 -0.038
N -0.19651 1.11618 0.24795 0.048
C -1.17384 0.10115 0.37168 -0.715
C 0.97330 0.73478 0.01777 -0.213
C 1.26766 -0.72447 -0.16572 -0.464
H 1.83635 -1.11070 0.68396 0.074
H 1.77547 1.45373 -0.03467 0.113
H -2.21809 0.55326 -1.15723 0.106
H -1.35405 -0.04587 1.55703 0.165
H 1.82008 -0.91895 -1.08451 0.070

=====

11
Properties=species:S:1:pos:R:3:lowdin_charge:R:1 method="wB97M-V/def2-TZVPD" e_tot_ha=-645.38658 fmax_ev_per_a=1.63 multiplicity=1 lumo_energy_ev=-1.224 orbital_gap_ev=7.99 total_charge=0 smiles="C/C=C/[N+]([O-])=S"
S 4.09601 -0.73686 1.28604 0.721
O 2.14805 -0.21185 2.79882 -0.054
N 2.55714 -0.39040 1.65062 -0.769
C -0.62915 0.10167 -0.33329 -0.082
C 1.65644 -0.29355 0.57216 -0.179
C 0.36648 -0.01436 0.75466 -0.094
H -1.43234 -0.61716 -0.17435 0.084
H 0.01427 0.14087 1.76732 0.118
H 2.11146 -0.46533 -0.39034 0.093
H -0.17901 -0.07003 -1.30743 0.079
H -1.07944 1.09355 -0.31411 0.084

=====

11
Properties=species:S:1:pos:R:3:lowdin_charge:R:1 method="wB97M-V/def2-TZVPD" e_tot_ha=-645.46402 fmax_ev_per_a=2.26 multiplicity=1 lumo_energy_ev=0.892 orbital_gap_ev=9.18 total_charge=0 smiles="CC1=NSCO1"
S -0.48919 2.21969 -0.46248 0.875
O 0.58739 -0.10400 -0.75847 -0.101
N -0.74480 1.02257 0.75304 -0.232
C -0.15183 -1.33064 1.31276 0.004
C 0.29285 1.05751 -1.53556 -0.498
C -0.07968 -0.04222 0.47163 -0.467
H -0.96909 -1.94106 0.99419 0.070
H -0.18549 -1.17109 2.39747 0.086
H 1.28149 1.42639 -1.88382 0.090
H 0.77132 -1.89863 1.13964 0.080
H -0.31296 0.76148 -2.42839 0.094

=====

11
Properties=species:S:1:pos:R:3:lowdin_charge:R:1 method="wB97M-V/def2-TZVPD" e_tot_ha=-645.49210 fmax_ev_per_a=1.47 multiplicity=1 lumo_energy_ev=0.781 orbital_gap_ev=10.17 total_charge=0 smiles="NC(=O)[C@H]1CS1"
S -1.75070 0.20377 -0.79895 0.869
O 1.96920 -0.81084 -0.57630 0.074
N 1.02947 1.21349 -0.02962 0.143
C -0.30575 -0.73715 -0.43725 -0.546
C -1.20155 -0.47032 0.77002 -0.379
C 1.01268 -0.11036 -0.36123 -0.606
H 0.17297 1.73290 -0.15733 0.058
H -1.67148 -1.34882 1.19470 0.076
H -0.90067 0.33293 1.43579 0.069
H -0.25139 -1.73766 -0.83819 0.117
H 1.89722 1.73207 -0.20164 0.124

=====

11
Properties=species:S:1:pos:R:3:lowdin_charge:R:1 method="wB97M-V/def2-TZVPD" e_tot_ha=-645.34803 fmax_ev_per_a=6.34 multiplicity=1 lumo_energy_ev="-1.235 / -1.274" orbital_gap_ev="7.62 / 8.81" total_charge=0
S -0.44696 0.47902 -1.28506 0.972
O 1.74590 -0.33610 0.67303 -0.268
N 1.06474 3.01774 1.03732 0.191
C 0.66531 2.00294 0.70951 -0.332
C -1.08652 -1.25742 -1.06192 -0.296
C -0.01816 0.88988 0.26773 -0.512
H -0.40513 0.15225 1.12665 0.146
H -2.19702 -1.33156 -1.12052 0.058
H 2.22713 -0.13903 1.50385 -0.007
H -0.73984 -1.98154 -1.77549 0.042
H -0.80945 -1.49619 -0.07511 0.006

=====

11
Properties=species:S:1:pos:R:3:lowdin_charge:R:1 method="wB97M-V/def2-TZVPD" e_tot_ha=-645.24463 fmax_ev_per_a=1.45 multiplicity=1 lumo_energy_ev="-0.059 / -0.058" orbital_gap_ev="7.44 / 7.45" total_charge=0
S -0.69413 0.98249 2.22005 0.556
O -0.47774 -0.80702 -1.35977 -0.110
N 0.23642 0.68073 0.40376 -0.372
C 1.44094 0.65294 0.19095 0.022
C -0.77541 0.33063 -0.52769 -0.255
C 0.64579 -1.41958 -1.26566 0.053
H -0.49140 -0.27009 2.61530 -0.219
H -0.97323 1.16402 -1.21336 0.145
H -1.69708 0.08563 0.01249 0.098
H 2.18776 0.83667 0.93751 0.052
H 0.59808 -2.23641 -2.01357 0.031

=====

13
Properties=species:S:1:pos:R:3:lowdin_charge:R:1 method="wB97M-V/def2-TZVPD" e_tot_ha=-1441.63324 fmax_ev_per_a=5.60 multiplicity=1 lumo_energy_ev=-1.140 orbital_gap_ev=7.80 total_charge=0
S 2.33245 -0.52473 -1.03245 0.621
S -0.55515 1.35794 -0.79939 0.720
S -2.23936 -1.53147 -0.26966 0.512
O 2.28196 -0.16684 1.53789 -0.172
N -0.73580 -0.94967 1.00223 -0.161
C 1.45885 -0.04168 0.40922 -0.754
C -1.42081 2.41034 0.55850 -0.339
C -0.12339 0.09656 0.46490 -0.808
H -0.59865 1.89041 1.45739 0.108
H -2.62525 -2.73665 0.62584 -0.073
H -2.45682 1.97237 0.77840 0.041
H 1.88561 -0.22738 2.67634 0.274
H -1.40494 3.46456 0.17161 0.030

=====

11
Properties=species:S:1:pos:R:3:lowdin_charge:R:1 method="wB97M-V/def2-TZVPD" e_tot_ha=-536.49103 fmax_ev_per_a=4.57 multiplicity=1 lumo_energy_ev="-2.236 / -2.650" orbital_gap_ev="7.32 / 6.36" total_charge=0
Si 1.93433 0.21206 0.05719 0.351
O 0.80879 1.21676 -0.38463 -0.421
N -2.42435 1.08554 -0.12066 0.146
C -1.24797 -0.65401 -0.74829 0.021
C -1.95671 -0.21939 0.35522 -0.085
C -1.44112 0.75271 -0.89056 -0.048
H 2.73548 0.94861 1.02924 -0.080
H -0.53066 -1.44544 -1.11400 0.134
H -1.80178 -0.44380 1.40360 0.138
H 2.54138 -0.61399 -0.91648 -0.107
H 1.38261 -0.83905 1.32939 -0.050